No. 1
Here is a cluster of 3 separate species, C36H60BN3O8 in total from OMol25. Energies are from ωB97M-V with the def2-TZVPD basis set.

```
108
Properties=species:S:1:pos:R:3:forces:R:3
C -1.374786 -2.567369 1.923797 -0.3 0.2 -0.2
C -2.354827 -2.747826 0.757863 0.1 0.2 0.1
C -2.668741 -1.451255 0.013010 -0.1 0.2 0.1
C -3.546347 -0.466098 0.818236 0.2 -0.3 -0.3
C -2.746361 0.662498 1.452405 0.1 -0.1 0.2
C -3.580366 1.561709 2.369207 -0.1 -0.2 -0.3
C -4.426141 2.649263 1.652123 -0.1 -0.1 0.1
C -3.965198 4.068963 1.899990 0.3 0.1 -0.3
C -4.365290 4.659951 3.109997 0.0 0.3 0.2
B -5.260102 3.910632 4.184156 0.2 -0.3 -0.2
O -6.529327 4.319345 4.455686 0.0 0.0 0.0
O -4.791161 2.821221 4.887775 -0.4 0.4 0.4
C -3.979696 5.967281 3.414612 0.0 0.0 -0.1
C -3.215110 6.719459 2.542138 -0.1 -0.2 0.1
C -2.838195 6.159455 1.331203 -0.1 -0.1 0.2
C -3.195822 4.842334 0.999076 -0.1 0.1 0.1
C -2.716968 4.298920 -0.316096 0.0 0.0 0.0
O -2.684431 3.109309 -0.523135 0.0 0.0 0.1
C -2.250291 5.260885 -1.365686 0.0 0.1 -0.1
C -2.115363 4.880873 -2.713379 0.0 -0.1 0.1
N -2.414490 3.568546 -3.185779 0.0 0.0 -0.2
C -1.242836 2.719893 -3.472938 0.0 -0.2 0.1
C -0.695850 1.916693 -2.304509 0.4 -0.1 0.1
C 0.176840 2.707015 -1.315781 -0.1 -0.1 0.3
C -1.700255 5.836468 -3.638915 0.0 0.1 0.0
C -1.403235 7.139804 -3.272995 0.0 -0.2 0.1
C -1.507516 7.509713 -1.945019 0.0 0.0 -0.1
C -1.935234 6.577128 -1.009449 0.0 0.0 0.0
C -2.054191 7.018783 0.402974 0.0 0.1 0.0
O -1.567446 8.064480 0.779711 0.0 0.0 0.0
H -0.873842 -3.497907 2.182831 0.0 0.1 0.1
H -1.906070 -2.194402 2.801244 0.1 0.0 0.1
H -0.632486 -1.809701 1.664553 0.2 -0.1 0.0
H -3.301541 -3.130284 1.148300 0.0 -0.3 -0.1
H -1.957213 -3.477857 0.049700 0.0 0.0 0.0
H -1.735028 -0.937786 -0.238436 0.1 -0.1 -0.1
H -3.159023 -1.695460 -0.930943 0.0 0.0 0.0
H -4.073163 -1.038042 1.588170 -0.1 0.1 0.1
H -4.299413 -0.055959 0.141242 -0.1 0.1 0.1
H -1.936352 0.228259 2.045459 0.0 0.0 0.0
H -2.277887 1.235240 0.658232 0.1 0.2 0.0
H -2.944788 2.004444 3.134807 0.0 0.2 -0.1
H -4.275350 0.911279 2.904395 0.0 0.0 0.1
H -4.494462 2.420866 0.593526 0.1 0.0 -0.1
H -5.449368 2.589461 2.035115 0.0 0.0 0.0
H -6.778963 5.086405 3.932048 -0.1 -0.1 -0.1
H -3.947404 3.000896 5.310128 0.2 -0.3 -0.3
H -4.283480 6.412692 4.355985 0.0 0.0 0.0
H -2.927232 7.730773 2.787126 0.1 0.0 -0.1
H -2.914555 3.665258 -4.059981 0.0 0.1 0.0
H -1.561833 2.019181 -4.245973 -0.1 0.0 0.0
H -0.416718 3.309330 -3.897704 0.0 0.1 -0.1
H -1.505089 1.400835 -1.790312 -0.1 0.1 0.0
H -0.067870 1.133776 -2.740303 0.0 0.0 -0.1
H 0.273706 3.756497 -1.596366 0.1 0.0 -0.1
H 1.178207 2.286547 -1.250739 0.1 0.1 -0.1
H -0.237381 2.684363 -0.307382 -0.1 0.0 0.0
H -1.606831 5.534665 -4.675320 0.0 0.0 0.0
H -1.082764 7.852323 -4.020937 0.0 0.0 0.0
H -1.279158 8.518462 -1.634490 0.0 0.0 0.1
C 6.915817 -0.580614 -1.591055 0.1 0.0 0.0
O 7.166762 0.251708 -2.704514 -0.1 0.0 0.1
C 6.856899 -0.329580 -3.963764 0.1 0.0 -0.1
C 5.663621 0.345332 -4.602928 -0.1 0.0 0.1
N 4.436282 0.048632 -3.878781 0.1 0.1 0.0
C 3.273579 0.820800 -4.299487 0.0 -0.1 0.1
C 3.308618 2.334730 -4.124382 -0.1 0.1 -0.1
O 3.298198 2.764543 -2.778173 0.1 0.0 0.0
C 4.557246 2.813621 -2.135480 -0.1 0.1 0.1
H 7.343416 -0.089537 -0.718798 0.0 0.0 0.0
H 5.844759 -0.731879 -1.416435 0.0 -0.1 0.0
H 7.392210 -1.558445 -1.710475 0.0 0.0 0.0
H 6.684726 -1.405223 -3.861404 -0.1 0.0 0.0
H 7.726160 -0.187553 -4.611910 0.0 0.0 0.0
H 5.562332 -0.015300 -5.631187 0.0 0.0 0.0
H 5.880541 1.421837 -4.647042 0.1 0.0 -0.1
H 4.590770 0.199475 -2.890521 0.0 0.0 0.0
H 2.413494 0.447034 -3.737531 0.0 0.0 0.0
H 3.079983 0.602501 -5.355121 0.0 0.0 0.0
H 2.390372 2.730942 -4.567472 0.0 0.0 0.0
H 4.143362 2.799408 -4.663958 0.1 -0.1 0.0
H 5.358652 3.067729 -2.834562 0.0 0.0 0.0
H 4.803391 1.871130 -1.637455 0.1 0.0 -0.1
H 4.502015 3.587496 -1.369879 0.0 0.0 0.0
C 2.402643 -9.572345 4.606987 0.1 0.0 0.0
O 2.989597 -8.887456 3.519941 -0.1 0.0 0.1
C 2.739118 -9.467307 2.246624 0.1 0.0 -0.1
C 1.830913 -8.592020 1.411852 -0.1 0.1 0.1
N 0.478138 -8.567523 1.948548 0.1 0.1 0.0
C -0.409609 -7.589651 1.330359 -0.1 -0.1 0.1
C -0.059451 -6.112194 1.459583 -0.1 0.1 -0.1
O -0.163332 -5.600534 2.774979 0.1 -0.2 0.0
C 0.971838 -5.787473 3.598066 -0.1 0.1 0.1
H 2.801021 -9.131129 5.518877 0.0 0.0 0.0
H 1.311321 -9.475892 4.620287 0.0 -0.1 0.0
H 2.659459 -10.635926 4.592012 0.0 0.0 0.0
H 2.317256 -10.470977 2.355165 -0.1 0.0 0.0
H 3.701150 -9.559559 1.734891 0.0 0.0 0.0
H 1.798509 -8.987587 0.392027 0.0 0.0 0.0
H 2.288040 -7.593534 1.367529 0.1 0.0 -0.1
H 0.520408 -8.390355 2.943512 0.0 0.0 0.0
H -1.402416 -7.729867 1.764480 0.0 0.0 0.0
H -0.494261 -7.828451 0.265071 0.0 0.0 0.0
H -0.790287 -5.554165 0.867924 0.0 0.0 0.0
H 0.927383 -5.877992 1.041305 0.0 -0.1 0.1
H 1.899054 -5.760853 3.019501 0.0 0.0 0.0
H 0.925628 -6.726366 4.157147 0.1 0.0 0.0
H 0.986763 -4.971860 4.321395 0.0 0.0 0.0
```
Positions in Å, forces in eV/Å.

Properties
total charge: 0
structure (SMILES): CCCCCCCc1c(B(O)O)ccc2c1C(=O)c1c(NCCC)cccc1C2=O.COCCNCCOC.COCCNCCOC



No. 2
Here is a cluster of 10 separate species, C5H31N2O10 in total from OMol25. Energies are from ωB97M-V with the def2-TZVPD basis set.

```
48
Properties=species:S:1:pos:R:3:forces:R:3
C 0.474821 1.243853 2.368390 -1.0 0.9 0.5
O -0.578998 2.204997 2.088514 0.2 -0.2 -0.3
C 0.031599 -0.173567 1.858898 2.2 0.8 0.7
C 0.971804 -0.868584 0.866622 0.1 -0.3 -1.9
C 1.108074 -0.118326 -0.488761 -0.5 -0.2 -0.4
C 2.234640 1.793101 -1.621875 -0.7 -0.2 0.7
N 1.744543 1.206998 -0.351487 0.9 -0.9 -0.4
N -0.133588 -1.065413 3.003205 -0.8 -0.9 0.1
H 0.488737 1.250833 3.486645 0.6 -0.2 -0.9
H 1.357895 1.701437 1.910879 0.3 -0.8 0.6
H -0.844285 0.140375 1.289879 -0.6 -1.0 0.4
H 0.538048 -1.876883 0.619854 0.2 0.9 0.3
H 2.021494 -1.073059 1.136511 -0.5 0.2 0.9
H 0.125363 -0.037178 -1.016489 0.9 0.1 0.8
H 1.712965 -0.704625 -1.200463 0.1 0.0 0.5
H 3.316714 1.868966 -1.594527 0.2 0.3 0.0
H 2.002454 1.173257 -2.499549 -0.4 0.3 0.3
H 1.741913 2.767333 -1.684364 0.4 0.0 -0.5
H 1.075533 1.818970 0.065485 -0.2 0.4 -0.3
H 0.585404 -0.973495 3.715614 0.1 0.2 -0.5
H -1.012324 -0.992975 3.494299 -0.2 0.3 -0.1
H -2.130623 0.158819 -0.475120 -0.6 0.7 -0.3
H -2.844921 1.364359 0.228484 0.3 -0.2 -0.2
O -2.879389 0.407739 0.122070 -0.2 -0.6 0.6
H -2.033205 0.525095 -2.713590 0.2 0.0 0.3
H -0.998694 1.718566 -1.293274 -0.1 0.2 0.0
O -1.319438 0.456640 -2.063836 0.0 0.3 -0.4
H -3.583188 -2.248424 1.324204 -0.4 0.1 -0.2
H -2.258798 -2.865281 1.141868 0.0 -0.3 -0.3
O -3.189026 -3.028867 0.920245 0.5 0.4 0.4
H -2.362729 0.954923 3.139235 0.0 0.4 0.4
H -3.092098 -0.241491 2.801653 -0.4 -0.2 0.1
O -2.968195 0.327589 3.572351 0.5 0.0 -0.7
H 4.139617 -0.232123 1.008476 0.2 0.1 0.0
H 3.474051 1.064413 0.628248 0.0 -0.1 0.0
O 4.326076 0.713724 0.968928 -0.2 -0.1 0.0
H 2.351625 -1.955724 -3.439268 -0.1 0.6 -0.2
H 2.404129 -0.417218 -3.420778 -0.3 0.0 0.0
O 2.946295 -1.194065 -3.540002 1.1 -0.4 0.2
H -2.164351 -2.250139 -1.529121 0.1 0.0 0.0
H -1.059531 -1.180855 -1.743227 -0.7 -0.7 -0.5
O -1.256189 -2.167859 -1.843735 0.2 0.3 0.4
H -0.527696 2.368097 1.116984 -0.6 0.0 0.4
H -1.307033 3.263159 -0.887087 -0.1 0.1 -0.2
O -0.796774 2.499362 -0.621694 0.0 -0.1 -0.2
H 0.156560 -1.238284 -3.489651 0.6 0.2 -0.4
H -0.177076 -2.592539 -3.664502 0.4 -0.4 -0.2
O 0.541150 -2.004410 -3.962106 -1.6 0.0 0.5
```
Positions in Å, forces in eV/Å.

Properties
total charge: -1
energy above the lowest of the compared OMol25 structures with the same formula, charge and spin: 20.28 kcal per mole



No. 3
Here is a cluster of 3 separate species, C3H10NP in total from OMol25. Energies are from ωB97M-V with the def2-TZVPD basis set.

```
15
Properties=species:S:1:pos:R:3:forces:R:3
C -0.782286 1.660331 0.755146 1.3 1.3 -1.8
C -1.356429 0.096731 -1.094387 2.9 1.6 0.2
C -0.184564 0.954265 -0.476986 0.6 -2.1 -0.3
N 2.453181 0.884011 -0.368799 2.3 1.5 -0.6
P 1.411449 -0.177349 -0.077525 -3.3 -0.4 0.2
H -1.860981 1.731046 0.573762 0.2 0.0 0.7
H -0.440350 1.080423 1.574129 -0.6 -0.4 1.3
H -0.345950 2.675088 0.870664 -0.4 -0.5 0.0
H -0.946451 -0.365019 -1.940766 0.4 -1.0 -1.5
H -2.006037 0.855049 -1.458392 -1.4 0.1 0.0
H -1.665087 -0.656300 -0.422725 -1.0 -0.5 0.8
H 0.334904 1.510480 -1.285274 -0.8 0.4 0.7
H 3.423392 0.569135 -0.314933 -0.2 0.1 0.1
H 2.375013 -3.894295 1.243533 -1.8 2.1 -2.5
H 1.928706 -3.380952 0.637706 1.8 -2.1 2.5
```
Positions in Å, forces in eV/Å.

Properties
total charge: 0
energy above the lowest of the compared OMol25 structures with the same formula, charge and spin: 68.71 kcal per mole



No. 4
Here is a structure of composition C2H8F6KO10S2 from OMol25. Energies are from ωB97M-V with the def2-TZVPD basis set.

```
29
Properties=species:S:1:pos:R:3:forces:R:3
K 1.754688 -0.380328 0.174433 -0.6 -0.2 -0.3
C -2.031962 -1.130503 3.452001 -0.3 -0.1 0.2
F -2.215552 -0.079956 4.266193 0.0 0.0 0.0
F -2.516675 -2.219811 4.080909 0.1 0.2 -0.1
F -2.756338 -0.935111 2.350877 -0.1 0.0 0.0
S -0.271624 -1.344211 3.032315 0.6 0.2 0.0
O -0.001972 -0.209654 2.161259 0.0 -0.2 0.2
O 0.434910 -1.300070 4.292411 -0.2 -0.1 0.0
O -0.270611 -2.628912 2.355418 0.1 -0.1 -0.1
C -1.018474 1.472218 -1.705609 0.3 0.4 0.0
F -1.247112 1.708735 -0.410961 0.0 -0.1 0.0
F -0.640847 2.651692 -2.254698 -0.1 0.0 0.1
F 0.091845 0.684957 -1.764264 -0.2 0.0 -0.1
S -2.487248 0.795754 -2.602721 0.5 -0.6 0.3
O -3.498324 1.732258 -2.217012 -0.6 0.5 0.1
O -2.032992 0.866517 -3.966361 0.1 -0.1 -0.4
O -2.636478 -0.540647 -2.056531 0.1 0.1 0.0
O 1.990377 1.791138 1.654817 0.5 0.3 -0.1
H 2.346249 1.791945 2.548067 -0.2 -0.1 0.1
H 1.787966 2.710494 1.460934 -0.1 0.0 0.0
O 2.018226 -1.392125 -2.577892 0.3 0.0 0.2
H 1.870575 -0.575585 -3.068570 -0.2 0.0 0.0
H 2.894439 -1.693785 -2.833883 0.0 0.0 -0.2
O 3.293364 1.184202 -1.691869 0.1 0.0 0.0
H 4.054905 0.753469 -2.090630 0.0 0.0 0.0
H 3.483846 2.125668 -1.744392 -0.1 0.0 0.0
O -0.458683 -1.902163 -0.463591 -0.1 -0.2 0.0
H -1.338773 -1.671161 -0.804934 0.2 0.2 -0.1
H -0.597728 -2.265028 0.424283 -0.1 0.0 0.0
```
Positions in Å, forces in eV/Å.

Properties
total charge: -1
energy above the lowest of the compared OMol25 structures with the same formula, charge and spin: 0.00 kcal per mole



Energy (Eh)
-2198.79333 -1071.05609 -516.30040 -2829.12856
F_max (eV Å⁻¹)
0.75 2.44 3.76 0.85